Density functional theory data (the ωB97M-V functional and the def2-TZVPD basis) for the ion C9H15N4O2 with charge +1 in a non-equilibrium geometry.

```
30
Properties=species:S:1:pos:R:3:lowdin_charge:R:1
C -0.989 -0.405 3.325 -0.03
C -0.719 -1.049 2.012 -0.22
C -0.979 -2.357 1.666 -0.04
N -0.616 -2.577 0.370 0.11
C -0.116 -1.420 -0.126 -0.22
C -0.160 -0.464 0.860 -0.02
C 0.325 1.055 0.503 -0.40
N 1.047 1.612 1.568 0.12
C -0.900 1.904 0.133 -0.17
O -1.452 1.358 -1.044 -0.03
N 1.129 0.896 -0.760 0.19
C 0.924 -0.033 -1.685 -0.22
C 1.379 0.188 -3.103 -0.15
O 1.031 -0.940 -3.859 -0.03
N 0.375 -1.192 -1.398 0.22
H -0.162 0.236 3.617 0.07
H -1.886 0.210 3.262 0.08
H -1.151 -1.161 4.088 0.08
H -1.411 -3.135 2.262 0.13
H -0.685 -3.455 -0.117 0.17
H 1.830 1.045 1.866 0.11
H 1.326 2.575 1.432 0.10
H -0.583 2.945 -0.030 0.13
H -1.604 1.881 0.969 0.14
H -2.338 1.712 -1.181 0.11
H 1.551 1.758 -1.082 0.17
H 2.466 0.360 -3.115 0.15
H 0.884 1.096 -3.481 0.15
H 1.226 -0.786 -4.791 0.12
H 0.257 -1.858 -2.158 0.18
```

Energy above the lowest of the compared OMol25 structures with the same formula, charge and spin: 0.000 eV
DFT total energy: -19626.0503 eV
Multiplicity: 1
Maximum force: 3.27 eV Å⁻¹
SMILES string: Cc1c[nH]c2c1[C@](N)(CO)[NH+]=C(CO)N2
HOMO energy: -11.29 eV
E_LUMO: -2.7 eV
Charge: +1
Gap between HOMO and LUMO: 0.3140 Eh


Density functional theory data (the ωB97M-V functional and the def2-TZVPD basis) for a structure of composition C9H15NO in a non-equilibrium geometry.

```
26
Properties=species:S:1:pos:R:3:lowdin_charge:R:1
N -1.797 -0.434 -0.157 -0.12
C -2.004 -1.101 -1.440 -0.05
C -1.243 -0.663 2.221 -0.07
C -1.367 -1.369 0.880 -0.26
H -2.682 -0.003 0.141 0.17
H -1.029 -1.462 -1.807 0.09
H -2.408 -0.376 -2.167 0.10
H -2.696 -1.958 -1.377 0.09
H -2.220 -0.254 2.532 0.08
H -0.522 0.168 2.145 0.08
H -0.892 -1.364 2.997 0.08
H -2.059 -2.228 0.972 0.12
H -0.380 -1.764 0.573 0.11
O -0.794 1.435 -0.034 -0.01
C 3.278 0.829 -0.661 -0.12
C 2.770 2.097 -0.372 -0.10
C 2.407 -0.256 -0.742 -0.09
C 1.406 2.283 -0.164 -0.03
C 1.039 -0.078 -0.536 -0.05
C 0.539 1.192 -0.247 -0.31
H -1.284 0.581 -0.122 -0.20
H 4.355 0.687 -0.824 0.10
H 3.447 2.959 -0.305 0.10
H 2.792 -1.259 -0.969 0.10
H 0.991 3.274 0.064 0.12
H 0.354 -0.934 -0.600 0.06
```

Energy above the lowest of the compared OMol25 structures with the same formula, charge and spin: 2.284 eV
DFT total energy: -13112.0442 eV
Multiplicity: 1
Maximum force: 7.62 eV Å⁻¹
HOMO energy: -7.78 eV
E_LUMO: 0.7 eV
Charge: 0
Gap between HOMO and LUMO: 0.3123 Eh


- What is the HOMO energy in the first record?
  -11.29 eV


Copy entry 2 word for word.
Density functional theory data (the ωB97M-V functional and the def2-TZVPD basis) for a structure of composition C9H15NO in a non-equilibrium geometry.

```
26
Properties=species:S:1:pos:R:3:lowdin_charge:R:1
N -1.797 -0.434 -0.157 -0.12
C -2.004 -1.101 -1.440 -0.05
C -1.243 -0.663 2.221 -0.07
C -1.367 -1.369 0.880 -0.26
H -2.682 -0.003 0.141 0.17
H -1.029 -1.462 -1.807 0.09
H -2.408 -0.376 -2.167 0.10
H -2.696 -1.958 -1.377 0.09
H -2.220 -0.254 2.532 0.08
H -0.522 0.168 2.145 0.08
H -0.892 -1.364 2.997 0.08
H -2.059 -2.228 0.972 0.12
H -0.380 -1.764 0.573 0.11
O -0.794 1.435 -0.034 -0.01
C 3.278 0.829 -0.661 -0.12
C 2.770 2.097 -0.372 -0.10
C 2.407 -0.256 -0.742 -0.09
C 1.406 2.283 -0.164 -0.03
C 1.039 -0.078 -0.536 -0.05
C 0.539 1.192 -0.247 -0.31
H -1.284 0.581 -0.122 -0.20
H 4.355 0.687 -0.824 0.10
H 3.447 2.959 -0.305 0.10
H 2.792 -1.259 -0.969 0.10
H 0.991 3.274 0.064 0.12
H 0.354 -0.934 -0.600 0.06
```

Energy above the lowest of the compared OMol25 structures with the same formula, charge and spin: 2.284 eV
DFT total energy: -13112.0442 eV
Multiplicity: 1
Maximum force: 7.62 eV Å⁻¹
HOMO energy: -7.78 eV
E_LUMO: 0.7 eV
Charge: 0
Gap between HOMO and LUMO: 0.3123 Eh


- Which formula does entry 2 have?
  C9H15NO


- Which of these has the lowest HOMO energy?
  C9H15N4O2